{"formula": "C3H9NO2", "method": "wB97M-V/def2-TZVPD", "elements": ["C", "C", "N", "O", "H", "H", "H", "H", "H", "C", "O", "H", "H", "H", "H"], "positions_angstrom": [[-0.36, -1.25, 0.91], [1.01, -0.65, 1.03], [2.14, -1.43, 1.62], [1.21, 0.45, 0.74], [-0.81, -1.11, -0.03], [-0.99, -0.54, 1.41], [-0.46, -2.21, 1.29], [3.00, -0.94, 1.44], [2.09, -2.48, 1.58], [-0.86, 1.91, -1.62], [-2.16, 1.46, -1.69], [-0.68, 2.25, -0.47], [-0.08, 1.10, -1.89], [-0.68, 2.79, -2.18], [-2.37, 0.66, -2.15]], "mulliken_charge": [-0.9168, 0.5249, -0.5071, -0.4774, 0.2669, 0.2785, 0.3571, 0.2512, 0.2208, -0.3842, -0.5272, 0.1286, 0.1813, 0.2952, 0.3082], "gap_ev": 10.663, "energy_ha": -324.8986, "lumo_energy_ev": 0.78, "total_charge": 0}

{"formula": "C3H9NO2", "method": "wB97M-V/def2-TZVPD", "elements": ["C", "C", "O", "O", "H", "H", "H", "H", "C", "N", "H", "H", "H", "H", "H"], "positions_angstrom": [[2.76, 1.13, -1.01], [1.73, 0.18, -0.56], [1.02, -0.49, -1.25], [1.75, 0.00, 0.83], [2.61, 1.68, -1.96], [3.61, 0.56, -1.41], [2.95, 1.91, -0.29], [0.83, 0.16, 1.09], [-2.33, -1.18, 0.32], [-2.45, -0.18, 1.38], [-1.64, -0.85, -0.45], [-3.29, -1.31, -0.27], [-1.97, -2.13, 0.74], [-2.25, 0.72, 0.96], [-3.32, -0.22, 1.88]], "mulliken_charge": [-0.9158, 0.6032, -0.4815, -0.4469, 0.3221, 0.2667, 0.3004, 0.3432, -0.6234, -0.5053, 0.2032, 0.2899, 0.2291, 0.2102, 0.2051], "gap_ev": 9.965, "energy_ha": -324.9185, "lumo_energy_ev": 0.75, "total_charge": 0}

{"formula": "C3H9NO2", "method": "wB97M-V/def2-TZVPD", "elements": ["C", "C", "O", "O", "H", "H", "H", "H", "C", "N", "H", "H", "H", "H", "H"], "positions_angstrom": [[-2.58, -0.08, -0.55], [-1.34, 0.10, 0.15], [-1.01, 0.85, 1.04], [-0.45, -0.85, -0.26], [-2.60, -0.53, -1.54], [-3.24, 0.84, -0.46], [-3.02, -0.87, 0.14], [0.42, -0.75, 0.01], [2.74, -0.26, -0.69], [2.01, 0.32, 0.52], [2.34, -1.33, -1.05], [3.77, -0.27, -0.68], [2.32, 0.30, -1.58], [2.70, 0.47, 1.27], [1.57, 1.21, 0.29]], "mulliken_charge": [-0.9116, 0.6917, -0.5725, -0.4547, 0.3163, 0.2873, 0.2406, 0.4271, -0.6684, -0.5854, 0.1775, 0.3527, 0.2538, 0.2211, 0.2244], "gap_ev": 10.565, "energy_ha": -324.9173, "lumo_energy_ev": 0.87, "total_charge": 0}

{"formula": "C3H9NO2", "method": "wB97M-V/def2-TZVPD", "elements": ["C", "C", "O", "O", "H", "H", "H", "H", "C", "N", "H", "H", "H", "H", "H"], "positions_angstrom": [[-1.31, 1.55, 1.60], [-0.71, 1.65, 0.24], [0.14, 2.47, 0.01], [-1.18, 0.83, -0.73], [-0.55, 1.43, 2.37], [-2.02, 0.74, 1.75], [-1.81, 2.46, 1.82], [-1.17, 1.32, -1.53], [1.78, -1.86, -0.61], [0.50, -1.68, -1.34], [2.30, -0.92, -0.54], [2.46, -2.44, -1.25], [1.62, -2.43, 0.28], [0.11, -0.77, -1.12], [-0.15, -2.35, -0.96]], "mulliken_charge": [-0.9376, 0.7042, -0.5188, -0.5070, 0.2838, 0.3098, 0.3023, 0.3323, -0.7048, -0.6063, 0.3007, 0.2497, 0.2511, 0.3014, 0.2393], "gap_ev": 9.728, "energy_ha": -324.9306, "lumo_energy_ev": 0.64, "total_charge": 0}

{"formula": "C3H9NO2", "method": "wB97M-V/def2-TZVPD", "elements": ["C", "C", "O", "H", "H", "H", "H", "N", "C", "O", "H", "H", "H", "H", "H"], "positions_angstrom": [[0.16, 0.56, -2.17], [0.13, 1.77, -1.28], [-0.21, 1.79, -0.12], [1.17, 0.41, -2.55], [-0.55, 0.67, -2.99], [-0.07, -0.34, -1.60], [0.48, 2.70, -1.75], [-1.07, -0.70, 1.34], [0.10, -1.26, 1.94], [1.28, -0.70, 1.38], [-1.03, 0.15, 0.79], [-1.96, -0.89, 1.77], [0.21, -1.02, 2.99], [0.16, -2.34, 1.83], [1.20, -0.80, 0.42]], "mulliken_charge": [-0.9566, 0.2155, -0.5200, 0.3006, 0.3201, 0.2308, 0.3503, -0.3653, -0.1594, -0.4910, 0.1681, 0.1582, 0.2444, 0.2508, 0.2535], "gap_ev": 9.460, "energy_ha": -324.9008, "lumo_energy_ev": 0.89, "total_charge": 0}

{"formula": "C3H9NO2", "method": "wB97M-V/def2-TZVPD", "elements": ["C", "C", "O", "H", "H", "H", "H", "N", "C", "O", "H", "H", "H", "H", "H"], "positions_angstrom": [[-2.33, -1.25, 1.74], [-1.05, -1.29, 0.96], [0.05, -1.39, 1.44], [-2.96, -0.47, 1.33], [-2.09, -1.03, 2.77], [-2.89, -2.17, 1.58], [-1.14, -1.11, -0.13], [2.50, 0.95, -1.32], [1.21, 1.44, -1.55], [0.22, 0.98, -0.56], [3.00, 1.25, -0.50], [2.72, 0.04, -1.70], [1.15, 2.52, -1.46], [0.88, 1.18, -2.56], [0.74, 0.35, -0.04]], "mulliken_charge": [-0.9791, 0.3235, -0.5296, 0.2922, 0.2906, 0.2993, 0.3159, -0.4794, -0.2318, -0.5136, 0.2125, 0.2002, 0.2358, 0.2785, 0.2850], "gap_ev": 10.634, "energy_ha": -324.9099, "lumo_energy_ev": 1.05, "total_charge": 0}